# 1
C32H52F5GaN3O2S as an isolated structure in a non-equilibrium geometry. Source: the OMol25 dataset; level of theory: wB97M-V/def2-TZVPD.

Last column: Löwdin spin population.
Atoms and positions in Å:
1 C 7.348 2.058 5.234  0.000
2 C 6.359 2.686 4.274  0.000
3 C 6.524 2.527 2.895  0.000
4 C 5.639 3.127 2.015  0.000
5 C 4.549 3.898 2.444  0.000
6 C 3.629 4.537 1.450  0.000
7 Ga 1.655 4.129 1.780  0.000
8 C 0.781 5.727 2.684  0.000
9 C -0.572 5.482 3.390  0.000
10 C -0.627 4.221 4.290  0.000
11 C -1.887 3.397 4.127  0.000
12 F -1.945 2.451 5.114  0.000
13 F -2.984 4.177 4.257  0.000
14 C -2.015 2.605 2.800  0.000
15 F -3.333 2.317 2.625  0.000
16 F -1.352 1.453 2.823  0.000
17 F -1.624 3.293 1.740  0.000
18 N 0.804 3.973 -0.049  0.000
19 C 0.828 2.853 -0.429  0.000
20 S 0.724 1.294 -0.865  0.000
21 C 4.387 4.029 3.822  0.000
22 C 5.276 3.434 4.713  0.000
23 H 6.952 2.088 6.249  0.000
24 H 8.270 2.645 5.239  0.000
25 H 7.574 1.038 4.929  0.000
26 H 7.347 1.937 2.509  0.000
27 H 5.786 3.000 0.948  0.000
28 H 3.755 5.624 1.482  0.000
29 H 3.915 4.215 0.446  0.000
30 H 1.431 2.739 2.526  0.000
31 H 0.598 6.461 1.892  0.000
32 H 1.483 6.184 3.388  0.000
33 H -1.386 5.462 2.667  0.000
34 H -0.793 6.340 4.034  0.000
35 H -0.650 4.541 5.335  0.000
36 H 0.239 3.573 4.177  0.000
37 H 3.556 4.607 4.211  0.000
38 H 5.138 3.542 5.784  0.000
39 C -6.937 -2.580 0.498  0.003
40 C -5.639 -2.870 -0.286  0.026
41 C -4.852 -4.000 0.383  0.015
42 C -4.188 -3.581 1.695  0.001
43 C -3.330 -2.329 1.503  0.016
44 C -4.081 -1.172 0.841  0.026
45 N -4.783 -1.651 -0.389  0.370
46 O -3.978 -1.730 -1.399  0.534
47 C -5.078 -0.547 1.834  0.003
48 C -3.098 -0.066 0.475  -0.001
49 C -6.064 -3.295 -1.689  -0.001
50 H -7.729 -3.255 0.170  0.000
51 H -6.835 -2.727 1.571  0.000
52 H -7.283 -1.562 0.321  0.002
53 H -4.078 -4.352 -0.307  0.002
54 H -5.527 -4.843 0.555  0.002
55 H -4.944 -3.409 2.467  0.000
56 H -3.562 -4.397 2.059  0.001
57 H -2.942 -1.989 2.465  0.002
58 H -2.462 -2.587 0.890  0.002
59 H -5.712 0.185 1.332  0.001
60 H -4.530 -0.026 2.617  0.000
61 H -5.718 -1.271 2.332  0.000
62 H -2.279 -0.426 -0.144  0.000
63 H -2.665 0.389 1.357  0.000
64 H -3.598 0.739 -0.066  0.000
65 H -6.605 -2.490 -2.191  0.000
66 H -6.725 -4.159 -1.616  0.000
67 H -5.215 -3.574 -2.309  -0.001
68 C 0.465 -1.238 -3.699  0.003
69 C 1.880 -1.260 -4.318  0.025
70 C 1.793 -1.294 -5.845  0.016
71 C 1.323 -2.642 -6.395  0.001
72 C 2.178 -3.787 -5.850  0.016
73 C 2.284 -3.792 -4.324  0.026
74 N 2.667 -2.436 -3.836  0.375
75 O 3.941 -2.242 -3.951  0.528
76 C 0.960 -4.255 -3.690  0.003
77 C 3.344 -4.798 -3.885  -0.001
78 C 2.561 0.026 -3.861  -0.001
79 H 0.099 -0.214 -3.638  0.000
80 H -0.270 -1.792 -4.281  0.000
81 H 0.471 -1.632 -2.683  0.001
82 H 2.778 -1.065 -6.265  0.002
83 H 1.119 -0.500 -6.173  0.002
84 H 0.270 -2.807 -6.153  0.000
85 H 1.387 -2.630 -7.486  0.001
86 H 1.771 -4.747 -6.178  0.002
87 H 3.183 -3.710 -6.277  0.002
88 H 0.986 -4.124 -2.608  0.001
89 H 0.808 -5.316 -3.895  0.000
90 H 0.085 -3.738 -4.073  0.000
91 H 4.305 -4.617 -4.364  -0.001
92 H 3.020 -5.804 -4.154  0.000
93 H 3.491 -4.764 -2.805  0.000
94 H 2.641 0.059 -2.775  0.000
95 H 1.959 0.879 -4.173  0.000
96 H 3.556 0.150 -4.286  -0.001

Forces on the atoms, in the same order (eV/Å):
-0.3 0.6 -0.2
0.2 -0.3 -0.2
-0.3 0.2 0.2
0.0 0.0 -0.1
0.2 -0.1 -0.1
-0.1 -0.1 0.0
0.4 0.5 0.5
-0.5 -0.4 -0.2
0.3 0.2 0.2
-0.3 0.4 0.2
1.1 -0.1 0.0
-0.2 0.0 0.1
-0.2 0.1 0.0
-0.9 -0.1 -0.1
0.2 -0.1 0.0
0.2 0.2 0.3
0.1 0.2 -0.1
0.3 -0.3 -0.1
-0.6 -0.3 0.0
0.1 0.3 -0.1
0.1 0.0 0.1
0.1 0.0 0.0
0.0 -0.2 0.0
0.1 -0.2 0.0
0.1 -0.1 0.2
0.0 0.0 0.0
0.0 0.0 0.0
-0.1 0.0 0.0
0.0 0.0 0.0
0.0 0.0 -0.1
0.2 0.1 0.1
0.1 0.0 0.0
0.1 -0.1 -0.1
-0.1 0.0 0.0
0.0 -0.1 0.1
0.0 -0.1 -0.2
0.0 0.0 0.0
-0.1 0.1 0.0
0.0 0.1 0.1
-1.0 -0.1 0.2
0.3 -0.1 0.2
0.0 0.1 -0.1
0.0 -0.4 -0.1
-0.3 0.9 0.8
1.3 -0.9 -0.4
-0.4 0.3 0.1
-0.2 -0.1 0.0
0.1 0.1 -0.6
0.2 0.0 -0.2
0.1 -0.1 -0.1
0.0 0.1 0.0
0.0 0.0 0.0
0.0 0.1 -0.1
-0.1 0.0 0.0
0.0 0.0 0.0
0.0 0.0 0.0
0.0 0.1 0.0
0.0 0.1 -0.1
0.0 0.0 0.0
0.1 0.0 -0.1
0.0 0.0 0.0
-0.1 0.0 0.0
-0.1 -0.3 0.2
-0.1 -0.1 -0.1
0.0 0.0 0.0
0.0 0.0 0.1
0.0 0.1 0.0
-0.1 -0.2 0.0
-0.9 0.6 0.5
0.1 -0.2 -0.3
0.0 0.0 0.1
0.0 0.2 -0.3
-0.6 -0.7 0.5
1.1 0.2 -1.2
-0.3 0.0 0.4
-0.1 0.1 0.0
0.3 0.0 0.0
0.4 0.0 -0.1
0.1 0.1 0.0
0.0 -0.1 0.0
0.0 0.0 0.0
0.0 0.0 0.1
0.0 0.0 0.1
0.0 0.0 0.0
0.0 0.0 0.0
0.0 0.0 0.1
0.0 0.0 0.1
0.0 0.0 0.0
0.1 0.0 0.0
0.0 0.0 0.0
0.0 0.1 0.0
-0.1 0.0 0.0
0.0 0.0 0.0
0.0 0.0 0.0
-0.1 0.0 0.0
0.0 -0.2 0.0

Computed properties:
maximum force: 0.03128 Eh/bohr
net charge: -1
HOMO level (spin up / spin down): -5.08 / -5.08 eV
gap between HOMO and LUMO (spin up / spin down): 0.270 / 0.268 Eh
energy relative to the best compared isomer or geometry (same formula, charge and spin): 0.0 kcal/mol
2S+1: 3

---

# 2
C26H45AsNO9P2Si2Ta as an isolated structure in a non-equilibrium geometry. Source: the OMol25 dataset; level of theory: wB97M-V/def2-TZVPD.

Last column: Mulliken charge in e.
Atoms and positions in Å:
1 Ta 1.052 0.614 -0.663  1.900
2 C 4.390 1.293 2.998  -1.881
3 C 2.978 1.342 2.484  0.618
4 O 2.408 0.329 2.124  -0.486
5 C 2.293 2.677 2.418  1.036
6 C 2.578 3.640 3.381  -0.727
7 C 1.929 4.868 3.384  -0.934
8 C 1.020 5.168 2.381  -0.673
9 C 0.736 4.234 1.392  -0.588
10 C 1.353 3.004 1.442  0.012
11 O 1.046 2.096 0.456  -0.581
12 H 4.876 0.403 2.604  0.380
13 H 4.382 1.214 4.089  0.420
14 H 4.950 2.189 2.736  0.476
15 H 3.306 3.420 4.151  0.472
16 H 2.140 5.588 4.163  0.449
17 H 0.534 6.136 2.358  0.457
18 H 0.039 4.446 0.593  0.488
19 N 3.824 -1.665 -3.857  -0.004
20 C 3.010 -1.386 -2.599  0.182
21 C 3.401 -2.351 -1.484  -1.727
22 P 3.515 0.376 -2.152  0.686
23 O 2.448 1.361 -2.842  -0.427
24 O 4.891 0.565 -2.603  -0.848
25 O 3.054 0.513 -0.641  -0.296
26 P 1.207 -1.485 -3.150  0.954
27 O 0.634 -2.809 -2.558  -0.195
28 O 1.252 -1.409 -4.618  -0.896
29 O 0.497 -0.334 -2.339  -0.072
30 H 4.603 -0.992 -3.913  0.379
31 H 3.192 -1.570 -4.672  0.371
32 H 4.208 -2.610 -3.843  0.350
33 H 4.484 -2.360 -1.342  0.497
34 H 3.056 -3.359 -1.716  0.525
35 H 2.952 -2.051 -0.538  0.205
36 H 2.808 1.919 -3.552  0.335
37 H 0.186 -3.391 -3.196  0.332
38 C -5.894 -1.141 -2.184  -1.508
39 C -4.664 -0.289 -2.292  0.401
40 C -4.043 -0.089 -3.521  -0.963
41 C -2.907 0.696 -3.641  0.880
42 C -2.286 0.890 -5.004  -1.743
43 C -2.364 1.261 -2.465  1.513
44 C -1.111 1.929 -2.601  -1.146
45 O -0.225 2.054 -1.725  -0.395
46 C -3.016 1.128 -1.215  0.784
47 C -2.584 1.918 -0.010  -0.785
48 C -4.150 0.349 -1.157  -1.017
49 H -6.264 -1.438 -3.163  0.376
50 H -6.689 -0.610 -1.659  0.386
51 H -5.679 -2.045 -1.610  0.312
52 H -4.468 -0.542 -4.409  0.369
53 H -2.917 0.441 -5.768  0.413
54 H -1.299 0.427 -5.078  0.292
55 H -2.179 1.948 -5.253  0.424
56 H -0.885 2.379 -3.574  0.326
57 H -2.345 2.948 -0.278  0.456
58 H -1.696 1.492 0.456  -0.744
59 H -3.382 1.941 0.730  0.719
60 H -4.681 0.256 -0.216  0.513
61 C 1.467 -2.992 2.354  -0.832
62 Si -0.081 -3.033 1.341  0.617
63 C 0.141 -4.246 -0.027  -0.995
64 C -1.653 -3.520 2.178  -1.115
65 As -0.418 -0.740 0.678  -0.207
66 Si -1.161 -0.008 2.833  0.966
67 C -0.252 -0.820 4.216  -0.996
68 C -1.071 1.804 3.155  -0.931
69 C -2.964 -0.462 2.717  -1.221
70 H 2.243 -3.545 1.815  0.460
71 H 1.319 -3.481 3.321  0.511
72 H 1.840 -1.987 2.542  -0.037
73 H 0.223 -5.221 0.467  0.414
74 H 1.044 -4.094 -0.613  0.099
75 H -0.719 -4.284 -0.699  0.270
76 H -1.677 -4.614 2.178  0.441
77 H -2.519 -3.174 1.611  0.322
78 H -1.778 -3.176 3.204  0.322
79 H 0.822 -0.630 4.153  0.109
80 H -0.396 -1.893 4.323  0.307
81 H -0.624 -0.334 5.125  0.486
82 H -0.068 2.132 3.420  0.095
83 H -1.719 1.969 4.024  0.592
84 H -1.434 2.436 2.346  0.176
85 H -3.234 -1.013 1.816  0.180
86 H -3.552 0.461 2.712  0.465
87 H -3.280 -1.064 3.573  0.450

Forces on the atoms, in the same order (eV/Å):
-2.1 3.4 1.2
-0.1 0.0 0.1
0.0 0.3 -0.1
0.0 -0.1 -0.1
0.3 -0.2 0.1
0.0 0.2 0.1
0.0 -0.1 0.0
-0.1 0.0 -0.1
0.0 0.2 0.2
0.0 -0.3 -0.6
0.4 -0.5 0.2
0.0 0.0 0.0
0.0 0.0 0.0
0.0 0.0 0.0
0.0 0.0 0.0
0.0 0.0 0.0
0.0 0.0 0.0
0.0 0.0 0.0
-0.1 -0.2 0.2
-0.2 0.5 -0.3
0.1 0.0 -0.1
0.2 -0.3 0.5
0.5 0.0 -0.2
0.1 0.0 0.1
-0.1 -0.9 -1.7
0.3 1.4 0.1
-0.3 -0.6 0.0
-0.1 0.1 0.0
1.3 -1.7 -0.5
0.1 0.0 0.1
-0.1 0.0 0.0
0.0 -0.1 -0.1
0.0 0.0 0.1
0.0 0.0 0.0
0.0 0.0 0.0
-0.1 0.0 0.1
0.1 0.1 0.1
0.0 0.0 0.0
-0.1 0.0 0.0
0.1 0.0 -0.1
-0.2 0.0 -0.2
0.0 0.0 0.1
0.4 0.1 0.0
-0.2 0.1 -0.3
0.2 -0.6 0.4
-0.1 0.1 0.1
-0.1 0.0 -0.1
0.0 0.0 0.0
0.0 0.0 0.0
0.0 0.0 0.0
0.0 0.0 0.0
0.0 0.0 0.0
0.0 0.0 0.0
0.0 0.0 0.0
0.0 0.0 0.0
0.0 0.0 0.0
0.0 0.0 0.0
-0.2 0.1 -0.1
0.0 0.0 0.0
0.0 0.0 0.0
0.3 0.0 0.3
0.1 0.1 -0.2
0.0 -0.2 -0.3
-0.3 0.0 0.2
0.0 -0.9 0.3
-0.1 0.1 -0.1
0.3 -0.2 0.2
0.1 0.4 0.0
-0.4 -0.1 0.0
0.0 0.0 0.1
0.0 0.0 -0.1
0.0 0.0 0.0
0.0 0.0 0.0
0.0 0.0 0.0
0.0 0.0 0.0
0.0 0.0 0.1
0.0 -0.1 0.0
0.0 0.0 0.0
-0.1 0.1 0.0
0.0 0.0 0.0
0.0 -0.1 0.0
0.0 0.0 0.1
0.0 0.0 0.0
0.0 0.0 0.1
0.0 0.0 0.0
0.0 -0.1 0.1
0.0 0.1 0.0

Computed properties:
maximum force: 0.08001 Eh/bohr
net charge: +2
HOMO level: -13.29 eV
gap between HOMO and LUMO: 0.259 Eh
energy relative to the best compared isomer or geometry (same formula, charge and spin): 62.7 kcal/mol

---

# 3
One molecule with the formula C5H12N2O in a non-equilibrium geometry. Source: the OMol25 dataset; level of theory: wB97M-V/def2-TZVPD.

Last column: natural (NBO) charge in e.
Atoms and positions in Å:
1 C 3.033 -1.609 0.122  -0.421
2 N 2.108 -0.760 -0.591  -0.637
3 C 1.180 0.046 0.196  -0.241
4 C -0.203 -0.724 0.133  -0.225
5 N -1.264 -0.263 1.042  -0.625
6 C -1.705 1.111 0.822  -0.316
7 C -2.350 1.209 -0.594  0.419
8 O -1.609 1.408 -1.527  -0.510
9 H 4.099 -1.336 0.088  0.189
10 H 2.846 -1.699 1.201  0.184
11 H 2.925 -2.633 -0.252  0.191
12 H 2.669 -0.138 -1.154  0.367
13 H 1.082 1.116 0.005  0.199
14 H 1.467 0.061 1.246  0.161
15 H 0.229 -1.629 0.592  0.197
16 H -0.724 -0.831 -0.808  0.213
17 H -1.058 -0.282 2.033  0.363
18 H -0.879 1.852 0.810  0.172
19 H -2.395 1.400 1.614  0.202
20 H -3.269 0.642 -0.734  0.118

Forces on the atoms, in the same order (eV/Å):
0.3 -1.2 0.8
0.6 1.6 -0.4
-1.6 -0.3 0.1
1.1 0.5 2.5
-0.4 0.7 0.1
-0.1 1.2 -0.8
2.3 -2.0 0.8
-0.7 0.8 -0.1
-0.3 0.2 -0.4
-0.4 0.3 -0.1
0.3 0.0 0.0
-0.2 0.0 -0.3
0.4 -0.2 -1.0
0.1 -0.3 0.4
-1.2 -0.5 -0.8
0.9 -0.3 -0.6
0.4 -0.6 -0.1
-0.3 -0.2 0.0
-0.1 -0.1 0.0
-0.9 0.4 -0.1

Computed properties:
maximum force: 0.06093 Eh/bohr
HOMO level: -8.57 eV
gap between HOMO and LUMO: 0.347 Eh
energy relative to the best compared isomer or geometry (same formula, charge and spin): 74.6 kcal/mol
SMILES string: CNCCNCC=O

---

What is the formula in the first record? C32H52F5GaN3O2S